Entry 1:
The following is a DFT calculation (wB97M-V/def2-TZVPD) of a molecular structure, C23H26FeIN6O4 at a distorted geometry.

```
61
Properties=species:S:1:pos:R:3
O 2.80096 -0.06171 2.74380
C -2.39246 -6.20817 0.83636
H 0.81817 2.97282 -0.10321
C -1.71887 -2.50682 0.39994
C -3.08738 -3.80451 2.02046
C 6.47960 -0.00903 -0.57702
H 2.14799 2.08443 -0.27087
H -0.78786 -1.58126 3.06134
N -0.88974 -1.24327 -1.21099
O -1.66689 -1.51946 1.22258
H 7.37162 -0.52702 1.31010
H 5.17505 -0.55842 2.48557
H -4.21671 -4.98245 3.41078
C -2.25912 -3.80184 0.90069
H -3.34061 -2.85257 2.46914
H -0.36698 -1.49523 4.79382
C 0.03931 2.66156 -3.02521
C 4.05191 -0.09452 0.74100
H -1.75332 -2.54163 -3.53238
C -0.27561 0.19785 -2.99453
C -1.92724 -5.01587 0.30439
N 0.73760 1.02757 4.52877
H 1.15675 3.13748 4.64539
H -0.45202 3.15888 2.41521
H -3.55571 -7.13597 2.38894
H -0.28024 -2.02705 -4.38777
C 4.10070 0.17573 -0.62109
I 8.34128 0.08676 -1.57564
C -0.61224 -1.07862 -2.47240
C -0.70698 -2.25609 -3.41192
H 3.25442 3.77990 1.03324
H -1.29321 -5.00587 -0.57160
N 1.82893 3.03511 -0.12137
Fe -0.42604 0.12542 0.55833
H -0.70049 2.84939 -3.80550
C 2.73506 -0.10240 1.51007
C -3.56380 -4.99574 2.54612
H 2.22600 2.81120 1.86230
C -0.13527 2.33024 3.02534
C 5.31744 0.23686 -1.28600
H 1.38240 0.66022 5.20330
N 2.28171 3.53025 1.14695
N -0.52654 1.03874 2.74251
C 6.45694 -0.31627 0.77297
C 0.65847 2.33893 4.12544
C 0.03459 0.26941 3.66003
H -0.00151 0.24932 -4.04067
H 1.01759 2.57353 -3.49817
H 3.17903 0.32552 -1.16765
C -0.06784 -1.20553 3.78508
H 0.05357 3.49770 -2.32985
H 5.35535 0.47026 -2.34118
H -2.12273 -7.14900 0.37150
C -0.30069 1.37936 -2.27840
O -0.60655 1.49691 -1.04468
C -3.20520 -6.20310 1.96319
H 0.90787 -1.64335 3.56439
H -0.20015 -3.11274 -2.97063
O 1.69222 -0.15517 0.79032
C 5.23486 -0.34398 1.42690
N -1.34918 -2.48541 -0.84615
```

## Properties
- E_tot: -3083.09324 hartree
- Total charge: -1
- Expectation value of S²: 6.01
- Frontier orbital gap (spin up / spin down): 6.05 / 6.11 eV
- HOMO energy (spin up / spin down): -3.953 / -4.013 eV
- Spin multiplicity: 5

=====

Entry 2:
The following is a DFT calculation (wB97M-V/def2-TZVPD) of a molecular structure, C42H46FGe2MoN2OS4SbSe5 at a distorted geometry.

```
105
Properties=species:S:1:pos:R:3
C 2.18496 -4.30429 -2.02005
Sb -2.19945 -3.20650 1.07484
C -2.96556 6.35754 1.14887
Mo -0.54634 0.19278 0.04495
C 3.67094 -1.77403 2.00641
C -4.23475 1.62112 -0.31353
H 2.48323 1.03297 0.64630
C -2.64767 4.01242 2.11993
H 4.79827 -1.86173 -6.34818
C 1.30143 -0.77804 0.83748
H -4.48088 0.75048 -0.92623
Se -4.19462 -4.39607 0.45527
H 3.28455 -2.03729 -4.44948
H -1.48732 -1.80097 -3.92714
H -2.56213 5.87306 3.20449
H 3.17405 0.25113 6.98463
H 0.64429 -2.81583 1.12409
H 1.44101 0.92117 -2.94946
H -3.96110 2.41771 -1.00927
C 1.10015 -2.83544 5.68468
H -3.73140 3.90419 2.14538
C 3.12660 -5.27396 -1.70861
C 4.43587 -4.90480 -1.43249
C 2.18120 1.81791 4.68304
C -0.78176 -1.75342 -4.74859
O -1.59607 6.00514 -3.57062
C 2.66314 -1.82765 7.25733
C 1.78460 -0.51081 5.51218
H 3.90762 -1.47997 -8.63634
H -0.80515 -1.44810 -8.13067
H 4.15177 -1.55483 -1.80497
C 2.58281 -2.60497 1.87484
H 1.47696 -1.35875 -8.99918
Ge -2.55640 1.43167 0.77625
C 2.60688 -0.59709 6.62623
H -7.38691 0.64659 3.03553
H -6.55082 0.20004 0.73258
H -2.70237 6.03317 0.14177
C 3.63910 -0.47675 1.53798
C 0.56460 -1.77751 -4.49797
C 1.47809 -1.73246 -5.59601
C 1.03503 -1.59456 5.06181
H 1.15193 -4.58562 -2.19617
H 0.52273 -3.66412 5.30542
C 1.87583 -1.48778 -7.99907
H -4.05242 6.30657 1.24792
C -6.02882 0.92334 1.36533
C -0.42931 -1.55480 -7.11919
H 5.81644 -3.27272 -1.21899
C 3.73086 -1.76308 -6.50160
H 4.51285 0.15776 1.62476
S 0.67517 2.15294 -0.49582
H -2.45227 3.78542 -0.02621
C 2.46232 0.00326 0.97528
C 2.88036 -1.84752 -5.43456
H -0.98133 3.53547 0.91853
C -1.32794 4.95091 -3.05690
N 0.31043 -1.14169 3.96906
H 2.89383 0.07998 -3.46671
C 0.97025 -1.58722 -6.91705
H 2.01814 -3.86739 7.30714
H -7.79934 2.01679 1.98337
C 1.93190 -2.92171 6.78751
H -2.35609 -1.65789 -6.22192
H 3.24760 1.65500 4.84222
H 2.63197 0.39040 -1.74370
C -6.97522 1.46032 2.43644
Se -0.60122 -2.01630 -1.25830
C 3.86108 -2.59975 -1.78691
H -2.66518 7.40324 1.24097
H -1.19700 5.59685 2.12328
C 4.80096 -3.56685 -1.45505
S 0.00737 4.73367 -1.91666
C 3.22508 -1.56151 -7.79974
Se -2.39864 -0.83660 1.05478
H -0.31983 -1.75748 3.45857
H -2.26759 3.50465 3.01056
H -5.19812 2.88558 1.13588
S -1.65168 0.79077 -2.05260
H -6.23397 2.39972 -0.19018
C 1.43620 -2.09978 1.27098
H 3.29229 -1.94475 8.12976
C 2.55097 -2.96241 -2.07960
H 2.59010 -3.62389 2.24167
C 0.60157 0.14211 3.73195
Se -1.07984 -4.43396 2.83734
Se -0.14454 1.35222 2.51466
H 5.17494 -5.66028 -1.19515
C 2.14012 0.13307 -2.67677
C -5.45765 2.04148 0.49667
H -6.44135 2.13993 3.10446
C -1.30389 2.45188 -2.27250
H -5.21879 0.37851 1.85637
C -2.04823 3.34958 0.88650
C -2.28441 5.50143 2.21205
F 4.80648 -2.22619 2.59886
H -3.13945 1.43401 2.25622
H 1.79537 2.46150 5.47514
H 2.04635 2.31787 3.72773
H 2.83803 -6.31754 -1.67917
C -0.27623 3.02612 -1.61571
S -2.24004 3.46277 -3.35393
Ge 1.22859 -1.61505 -2.64275
C -1.28516 -1.66123 -6.06285
N 1.50102 0.54677 4.66032
```

## Properties
- E_tot: -19975.02253 hartree
- Total charge: -1
- Expectation value of S²: 0.78
- Frontier orbital gap (spin up / spin down): 5.83 / 5.80 eV
- HOMO energy (spin up / spin down): -5.227 / -5.198 eV
- Spin multiplicity: 2

=====

Q: Which relative energy (zero: lowest compared OMol25 entry of this formula, charge and spin) values were calculated for the entries above? A: 28.9, 180.0, in kJ/mol.